w:
120
Properties=species:S:1:pos:R:3:lowdin_charge:R:1 method="wB97M-V/def2-TZVPD" total_charge=0 molar_mass_g_mol=720.60 homo_energy_ev=-9.399
H -0.841 -3.243 2.093 0.05
H 0.003 2.904 -0.886 0.09
H 3.379 3.968 -0.905 -0.03
H 0.437 -4.143 -2.495 -0.02
O -1.701 1.603 1.436 -0.03
H -1.869 -1.723 0.524 0.03
O 1.302 -2.005 5.014 -0.06
H -2.394 -0.396 1.134 0.01
H 2.561 -4.269 -0.976 0.01
H -3.294 -1.504 4.376 0.11
H 0.001 0.126 -0.975 0.06
H 4.964 -1.697 -3.064 0.04
O -0.363 -2.812 -0.045 -0.05
H -3.664 -0.529 -5.514 -0.03
H 4.222 0.397 -3.133 0.05
O -2.086 -0.788 0.364 -0.05
O -3.202 -0.958 -6.189 -0.07
O 1.956 4.073 1.740 -0.07
H -3.649 1.852 2.384 0.04
H 0.616 0.214 2.389 -0.03
O 4.905 1.115 -0.578 -0.01
H 5.006 4.846 1.370 0.09
H 2.840 0.194 -2.792 0.00
H -1.187 4.164 3.698 0.05
H 4.335 -3.342 3.550 0.01
H -1.817 1.776 4.460 -0.02
H -5.438 1.072 -0.075 0.01
H 0.865 6.604 -0.028 0.01
O 0.238 1.929 -0.743 -0.12
H 3.168 2.934 0.116 0.01
H -1.818 -5.583 2.542 0.00
H -2.459 -5.901 -1.330 0.01
H 2.875 4.087 1.444 -0.03
H 0.241 -3.027 3.106 0.07
O -0.420 -0.724 -1.315 -0.07
O 3.408 0.903 -2.938 -0.01
H 2.960 -4.155 0.647 -0.02
H -0.495 1.099 6.593 -0.05
H -1.848 -1.785 3.611 -0.03
O -0.160 0.337 6.988 -0.04
O -1.808 -1.812 -4.121 -0.09
H 1.218 -1.235 5.600 0.02
H -1.982 -1.899 -3.110 0.06
O 1.292 -1.506 -5.577 -0.06
H -5.545 2.544 0.579 0.03
H 1.305 3.627 1.232 0.00
H 1.189 1.851 -1.088 0.06
O -6.050 0.286 0.039 -0.06
O 2.157 -2.494 -2.629 -0.09
O 0.001 0.366 3.077 -0.06
H 1.748 -0.539 1.345 0.12
H 5.195 3.411 1.724 0.06
H -2.093 3.332 -3.788 0.02
H -5.994 -0.134 -0.822 0.03
O 4.542 4.102 1.816 -0.03
H 4.256 -4.446 2.348 0.06
O 0.190 -4.325 -3.348 0.05
H 0.179 3.503 3.296 0.04
H -3.265 0.470 3.015 -0.07
H -0.138 2.060 -4.970 -0.08
O 0.520 1.647 -5.422 -0.03
O 2.358 -0.607 2.215 -0.06
H -4.482 2.537 -2.995 0.12
H 4.512 -1.028 -4.411 0.03
H 4.436 1.127 -1.359 -0.06
H -3.565 -4.229 1.411 0.06
O 4.267 3.861 -0.952 0.01
H -1.205 3.564 -5.180 0.09
H 1.231 -2.310 -2.645 -0.02
O 4.682 -1.842 -3.951 -0.01
H 2.740 0.261 2.186 0.01
H -3.646 -3.072 -0.996 0.06
O 1.506 0.992 5.116 -0.10
H 5.400 1.928 -0.477 0.04
H -1.363 1.096 0.768 -0.03
O -3.531 -3.219 1.433 -0.08
H 2.525 -2.287 -3.580 0.07
O -0.719 3.714 2.988 -0.04
O -3.476 -2.271 -1.555 -0.07
O -2.175 -5.653 1.714 -0.01
H 0.531 -1.121 -6.008 0.03
H -1.098 -6.415 -1.827 0.10
H 1.224 0.878 4.195 -0.03
O -3.794 2.182 -3.713 -0.13
H 4.285 3.142 -1.615 0.07
H 1.716 -2.788 5.428 0.06
H 3.216 1.633 0.545 0.07
H 0.069 4.577 -3.129 -0.01
H 0.854 -4.852 -3.552 -0.02
H 0.387 -2.779 0.404 -0.05
O 1.680 6.308 0.296 -0.02
O 3.160 -4.401 -0.228 -0.04
H -5.562 3.693 -0.024 0.07
O 2.473 2.240 0.264 -0.12
H -1.322 -0.424 -1.488 0.06
H -3.509 1.214 -3.571 0.08
O -1.346 3.786 -4.215 -0.08
H -1.183 2.410 1.414 0.04
H 1.737 5.464 -0.137 -0.01
O 0.731 4.247 -2.548 -0.09
O -4.842 3.055 0.147 -0.06
H -1.170 -2.526 -4.156 0.00
H -3.269 -1.736 -5.575 0.04
H -2.297 2.768 5.484 0.15
H -1.654 -5.858 0.933 0.02
H -3.325 -1.914 -0.680 -0.02
O -3.644 1.263 3.165 -0.01
H -0.289 -0.363 6.376 -0.01
O 4.346 -3.495 2.630 -0.05
H -0.656 -2.013 -0.636 0.02
O -2.778 -1.833 3.566 -0.07
H 1.281 3.393 -2.797 0.10
H 1.459 2.000 5.099 0.08
H 0.750 0.866 -4.796 0.08
O -0.756 -3.145 3.108 -0.10
H 1.112 -2.449 -5.788 0.06
H -0.578 1.084 2.628 0.05
O -1.513 2.059 5.311 -0.09
O -1.556 -5.825 -1.135 -0.05
H -2.857 -3.310 2.099 -0.03

x:
120
Properties=species:S:1:pos:R:3:lowdin_charge:R:1 method="wB97M-V/def2-TZVPD" total_charge=0 molar_mass_g_mol=720.60 homo_energy_ev=-9.954
H 2.750 -5.320 1.460 0.06
O 5.999 3.143 -0.241 -0.04
O -4.280 -1.901 -2.052 -0.07
H 1.541 -1.508 2.173 0.05
O 4.060 0.205 0.833 -0.06
H -3.800 -4.483 2.201 0.02
H 2.391 3.102 2.837 -0.02
O 3.346 3.108 2.807 -0.05
O -3.842 -0.596 -4.329 -0.05
O 4.296 -1.226 -1.495 -0.02
H 5.161 1.045 -3.642 0.04
O -3.620 4.073 2.348 -0.04
O 1.239 2.140 4.501 0.00
H 1.332 0.040 1.973 0.04
H -1.509 1.973 2.351 0.01
H 0.061 4.368 -3.466 0.02
H 1.896 -4.425 -2.469 0.02
H 6.171 2.951 0.685 0.04
O 0.172 2.849 -4.530 -0.03
H 0.227 -6.021 0.223 0.00
H 4.124 0.391 3.158 0.01
H -0.340 1.563 -1.662 -0.01
H 3.133 0.140 0.547 0.03
O 0.058 2.977 2.387 -0.02
O 0.591 4.566 -2.686 -0.05
H -6.117 -2.364 1.444 0.08
H 1.609 -3.439 0.281 -0.01
H -0.813 -2.571 -1.986 0.03
H -4.380 0.007 -3.815 0.03
H 2.700 -0.618 -4.507 0.00
H -2.644 -0.848 -0.355 0.02
H -1.764 -2.826 -3.197 0.06
H 4.164 -2.672 2.457 0.04
O -5.506 -1.643 1.604 -0.03
H 0.759 2.329 2.494 0.03
H 1.733 -0.136 -2.275 0.02
O -0.931 2.026 -2.283 -0.11
H 2.163 -1.098 -5.963 0.03
O -3.607 -4.359 -0.830 -0.07
H 2.550 2.490 -0.970 0.00
H -0.156 -0.102 0.372 0.04
O -1.978 1.151 2.156 -0.08
H 1.700 1.434 4.950 0.06
O -4.250 0.965 1.122 -0.05
H -3.776 -5.132 -1.371 0.03
O -3.318 0.962 -2.407 -0.08
H -2.924 -4.453 3.385 0.02
H -1.894 -2.610 6.108 0.05
H 5.031 -1.459 -2.064 0.08
H -0.140 3.949 0.127 -0.02
H -0.434 2.444 -5.169 0.10
O 3.830 -0.036 3.973 -0.05
H 1.493 -4.802 2.221 0.07
H -3.950 4.647 3.044 0.04
H -3.532 -3.604 -1.435 -0.02
O 0.857 -2.968 -0.075 -0.04
H 0.034 -0.729 -3.530 0.04
H 5.055 3.325 -0.253 -0.01
H -5.874 -1.013 2.227 0.06
O -0.139 0.095 -4.000 -0.04
H -3.926 -1.711 -2.932 0.00
H 3.688 3.194 3.695 0.04
H -2.958 -0.232 -4.346 0.03
O -1.556 0.595 5.021 -0.05
H 0.749 5.508 -2.648 0.05
H -2.521 -1.617 5.172 0.01
O -1.797 -2.240 5.226 -0.05
O 2.809 4.132 -0.366 -0.03
O 4.268 0.966 -3.984 -0.06
O 1.593 -4.580 -3.364 -0.06
H 3.290 4.257 -1.193 0.07
H -2.949 1.372 2.142 0.03
H 0.176 5.656 -0.098 -0.01
H -2.966 4.581 1.856 0.03
O -2.869 -4.403 2.424 -0.06
H -2.345 0.800 -2.492 0.04
O 1.734 -0.752 1.619 -0.05
O -0.116 0.681 -0.209 -0.05
H -4.111 -1.094 -1.565 0.01
H 4.330 1.053 0.454 0.04
O -4.166 -2.522 3.631 -0.10
O -1.047 3.937 -0.166 -0.04
O -0.784 -1.455 1.939 -0.08
H -0.542 -5.842 -1.093 0.03
H 4.179 -0.324 -1.148 0.04
H -4.728 -1.878 4.074 0.03
H -1.154 -0.055 4.447 0.00
H -3.339 1.134 0.858 0.01
H -4.768 1.759 1.279 0.06
O -1.677 -2.362 -2.362 -0.04
O 2.358 -0.395 -2.940 -0.11
H -3.608 -1.875 0.193 0.03
O -2.777 -1.428 0.393 -0.03
H 0.572 0.645 -3.700 -0.02
H 2.951 -0.268 3.665 0.00
H -1.332 -1.261 2.698 0.02
H 2.194 4.856 -0.246 0.03
O 2.187 1.732 -1.451 -0.04
H -1.066 3.473 -1.021 0.02
H -1.425 0.248 5.907 0.04
O 0.260 -6.198 -0.707 -0.05
H -0.455 2.495 -3.037 0.03
H 0.957 2.291 -4.638 0.09
H 4.333 0.938 -4.946 0.04
H 0.404 2.368 4.730 -0.02
H 0.140 3.572 1.659 0.01
H -3.146 1.438 -1.584 0.04
O 1.854 -4.989 1.349 -0.04
H 0.527 -2.228 0.438 -0.02
O 2.617 -0.404 -5.483 -0.11
H -1.358 -1.926 1.281 0.04
H -4.391 -2.330 2.676 0.01
H 1.232 1.786 -1.324 0.00
O 4.047 -2.742 1.499 -0.05
H 3.124 -0.848 -2.501 0.01
H 4.511 -1.931 1.272 0.01
H -0.787 1.226 0.240 0.04
O 0.248 6.347 0.575 -0.03
H 0.932 5.936 1.121 0.03
H 1.277 -5.477 -3.461 0.02

Compare the structures above. Which one is the least stable? w is.